{
  "formula": "C2H15NO4",
  "method": "the ωB97M-V functional and the def2-TZVPD basis",
  "smiles": "CCN.O.O.O.O",
  "homo_ev": -9.795,
  "fmax_ev_per_a": 3.2,
  "orbital_gap_ev": 10.295,
  "de_lowest_kcal_mol": 25.5,
  "elements": ["H", "O", "C", "H", "H", "H", "H", "N", "O", "H", "O", "H", "H", "H", "H", "H", "H", "O", "H", "C", "H", "H"],
  "xyz": [[1.57913, 0.09933, -0.29874], [-1.60873, -1.63267, 0.33723], [1.33530, 0.72785, 0.53010], [1.91485, -2.71226, -1.82407], [0.34520, -4.22902, 1.14341], [-1.42878, 1.72950, -1.06677], [-0.10409, 2.36709, 0.85453], [-0.76966, 1.09162, -0.68342], [-2.43019, 2.92211, 1.32237], [0.79961, 2.50060, -0.74235], [0.86863, -3.43876, 1.30128], [0.90038, 0.12339, 1.38023], [2.27475, 1.25440, 0.78007], [-0.97027, -1.38453, -0.35533], [-1.65401, -0.78931, 0.80152], [-3.25746, 3.11480, 0.86237], [-0.45340, 0.60113, -1.45046], [1.94647, -1.77790, -2.02436], [2.15897, -1.70474, -2.95301], [0.35257, 1.79682, 0.05943], [-2.02084, 2.12510, 1.03720], [0.22158, -2.78455, 0.98876]],
  "atomic_forces_ev_per_a": [[0.1, -0.7, -0.5], [0.7, 0.0, -0.3], [-0.2, 1.1, 0.9], [0.0, -0.3, 0.1], [0.2, -0.4, 0.2], [-0.6, 0.8, -0.1], [0.2, 0.3, 0.2], [-0.3, 1.0, 3.0], [-0.5, 1.6, 0.8], [-0.1, -0.8, 1.7], [-0.6, 0.2, -0.5], [0.7, 0.7, -0.9], [-0.4, -0.5, 0.5], [-0.4, -0.2, 0.1], [-0.2, 0.0, 0.1], [0.4, -0.6, 0.0], [1.3, -1.4, -1.8], [-0.2, 0.4, 0.3], [0.1, -0.1, -0.3], [-0.4, -0.3, -3.0], [-0.1, -1.1, -0.7], [0.2, 0.3, 0.3]]
}